48
Properties=species:S:1:pos:R:3:forces:R:3:nbo_charge:R:1 method="wB97M-V/def2-TZVPD" mol_weight_g_mol=256.34 smiles=CO.CO.CO.CO.CO.CO.CO.CO e_above_lowest_ev=9.680 gap_ev=9.34
O -1.9803 1.7991 1.3051 -4.54 -2.41 -0.32 -0.74
O 0.6247 -3.5149 -1.0289 1.69 -0.06 -0.19 -0.74
O 2.8117 4.8331 -0.3549 -3.11 -0.26 0.09 -0.69
O -3.3813 -0.8249 1.3451 -0.74 -0.11 -0.28 -0.75
O -0.0413 -0.8559 -1.2319 -0.28 -1.63 0.62 -0.80
O -2.4523 -2.5229 3.6901 3.53 -2.18 1.33 -0.71
O -1.4153 0.5781 -3.0269 -1.29 0.11 -2.90 -0.77
O 4.6567 0.6971 -0.4599 -0.83 1.48 2.95 -0.74
C -1.0473 -2.0499 3.7381 0.32 -1.23 -3.78 -0.27
C -1.5693 1.9611 -2.9409 4.33 1.52 -1.36 -0.25
C 0.5477 -0.1319 -0.1309 -0.58 2.26 -2.36 -0.24
C -3.1053 2.7261 1.4391 1.53 0.03 1.67 -0.26
C 0.4577 -4.8289 -0.5739 2.56 -3.13 -4.87 -0.23
C -3.4863 -1.2199 -0.0199 -1.38 -1.04 -0.10 -0.25
C 3.5427 3.7241 -0.6329 -1.51 -3.34 4.78 -0.22
C 4.2157 -0.4389 -1.1929 5.35 -1.48 8.35 -0.20
H 3.0247 2.9671 -1.0849 -1.15 -1.31 -2.31 0.19
H 0.0407 -4.9489 0.3201 -1.89 -0.05 3.69 0.18
H 4.9967 -0.9839 -1.5919 2.05 -0.60 -1.05 0.17
H -4.5073 -1.2649 -0.5349 0.97 0.38 1.27 0.16
H -3.0353 3.2011 0.5301 -0.98 1.40 -2.23 0.18
H -4.0013 2.1111 1.5481 0.02 0.62 0.36 0.20
H 1.5087 -5.3479 -0.5729 -1.78 0.78 0.45 0.15
H -0.0793 -5.4469 -1.3729 0.24 0.79 1.19 0.17
H -1.2723 0.0371 -2.2569 0.50 0.40 1.09 0.51
H -3.0613 0.0731 1.2541 0.27 0.30 0.61 0.48
H 1.5387 -3.6679 -1.3389 -0.71 1.57 -0.30 0.49
H 3.4937 5.3791 -0.0919 1.36 2.75 1.10 0.46
H -1.6443 2.6181 -3.9009 -1.24 -2.23 0.76 0.19
H 4.1117 0.8611 0.4401 1.77 -0.97 -3.46 0.47
H -0.4343 2.3791 -2.8869 -2.22 -0.35 1.58 0.15
H -2.8693 -0.5709 -0.5399 0.99 1.32 -1.58 0.17
H -0.8633 -1.6079 4.6491 0.39 1.34 1.99 0.17
H -0.2023 -2.8219 3.5961 -1.80 0.61 0.05 0.17
H 3.5977 -0.1869 -1.8039 -7.32 2.77 -7.44 0.15
H 3.8127 -1.0819 -0.4639 -1.04 -1.28 0.62 0.15
H -0.0653 0.3341 0.6761 -0.69 -0.14 -1.32 0.18
H -0.9563 -1.3029 2.8291 0.20 -1.21 1.91 0.17
H -2.3123 2.2431 -2.2259 -0.04 0.69 0.64 0.17
H -2.8823 3.5871 2.2031 -0.79 -2.07 -0.79 0.18
H 3.9217 3.0801 0.2751 -0.93 1.25 -0.34 0.10
H 0.1247 -1.8869 -1.2089 -0.39 2.88 0.54 0.52
H -2.7063 -1.7199 3.3541 -2.69 2.59 -1.64 0.47
H -1.2983 2.3071 1.5441 4.57 2.50 1.28 0.46
H 4.4087 4.0491 -0.9099 5.31 0.96 -3.30 0.16
H 1.2217 0.6671 -0.6039 -0.83 -1.05 0.93 0.17
H 1.0547 -0.8009 0.4171 2.67 -2.37 1.85 0.16
H -3.0423 -2.1839 -0.1689 0.14 -0.78 0.22 0.17

56
Properties=species:S:1:pos:R:3:forces:R:3:nbo_charge:R:1 method="wB97M-V/def2-TZVPD" charge=-1 mol_weight_g_mol=362.14 gap_ev=7.19
P 0.0010 1.3574 -0.1540 0.38 2.19 -0.62 2.45
O 2.5749 2.1664 -1.7503 -0.03 0.48 0.34 -0.91
O -0.2451 -3.2403 0.2500 0.05 -0.17 -0.17 -0.74
O -3.1937 -1.8443 2.7136 -0.11 -0.22 0.02 -0.74
O -0.3207 1.8923 -1.5019 -0.65 -0.54 -0.74 -1.19
O 3.5872 4.7076 -0.0976 0.12 0.09 0.11 -0.73
O -3.5108 1.8791 4.5618 -0.19 0.11 0.03 -0.74
O -1.1113 1.9626 0.8817 0.06 -0.72 0.17 -1.01
O -2.7142 -0.5151 -2.4005 0.00 -0.08 -0.04 -0.75
O -0.3386 -0.2366 -0.1710 -0.08 -0.59 0.73 -1.04
O 6.1957 0.4351 2.9708 0.14 0.02 0.20 -0.72
O -2.4638 -3.7658 -5.0050 -0.01 -0.16 0.01 -0.72
N 1.4167 1.7241 0.4468 -0.11 -1.01 -0.51 -1.41
C 3.1513 5.9552 0.4152 -0.09 -0.35 0.01 -0.24
C -3.3022 -4.7243 -4.3696 -0.04 0.21 -0.25 -0.25
C -3.2728 -2.3105 1.3662 0.17 0.02 0.15 -0.24
C -0.4498 -3.8760 -1.0035 -0.03 0.30 0.18 -0.25
C 3.8631 0.9332 0.1004 0.18 1.30 -0.60 -0.98
C -2.4328 -0.4866 -3.7930 0.03 0.25 0.33 -0.24
C 5.4475 0.7715 4.1324 -0.05 -0.26 -0.24 -0.25
C -3.5803 1.3825 3.2145 0.30 -0.09 0.26 -0.27
B 2.5159 1.6428 -0.4457 0.29 -0.54 0.82 0.99
H 4.6745 1.1431 -0.6046 0.18 -0.39 -0.01 0.19
H 5.7440 1.7689 4.4476 0.04 0.01 -0.05 0.18
H 3.7539 -0.1383 0.2437 -0.04 -0.07 0.15 0.22
H -1.3545 -0.5434 -3.9628 -0.03 0.03 -0.19 0.17
H -2.6656 1.6362 2.6760 -0.13 -0.08 -0.15 0.20
H -2.7722 -5.1150 -3.5050 0.05 0.05 0.00 0.19
H 3.3863 2.6885 -1.8005 0.00 -0.33 -0.33 0.48
H 5.6543 0.0643 4.9420 -0.07 0.09 0.10 0.15
H -0.2722 -2.2870 0.0930 0.07 0.07 0.36 0.49
H 3.0666 4.0216 0.3396 -0.09 -0.07 -0.13 0.49
H 3.7281 6.7415 -0.0684 0.03 -0.02 -0.02 0.17
H -4.1284 -1.8335 0.8944 -0.02 0.05 0.07 0.18
H -2.9418 -3.4253 -5.7668 0.08 0.05 0.03 0.46
H -4.2334 -4.2583 -4.0362 -0.02 -0.11 0.09 0.17
H -3.4082 -3.3959 1.3447 -0.01 0.00 -0.11 0.15
H -0.4229 -4.9532 -0.8471 0.02 0.00 0.04 0.17
H -1.4236 -3.5990 -1.4204 0.03 -0.06 -0.13 0.17
H -2.8268 0.4309 -4.2405 0.09 -0.02 -0.13 0.16
H 2.0897 6.1069 0.2006 0.00 0.13 0.05 0.17
H 4.1608 1.4373 1.0213 -0.04 -0.36 0.32 0.22
H 0.3396 -3.5999 -1.7092 -0.06 -0.10 -0.11 0.16
H 5.9216 -0.4456 2.6991 -0.03 0.11 -0.15 0.46
H -3.5302 -5.5483 -5.0522 -0.05 -0.08 0.11 0.15
H -0.9712 2.9162 0.7984 -0.12 -0.15 0.12 0.49
H -2.3699 -2.0466 0.8178 -0.11 -0.02 -0.09 0.19
H -2.7538 1.4582 4.9776 -0.02 0.03 -0.05 0.46
H -2.9123 -1.3464 -4.2541 0.02 -0.05 0.07 0.17
H -2.2792 0.2541 -2.0066 0.09 0.08 0.08 0.50
H -0.1848 -0.5952 -1.0548 -0.13 0.56 -0.08 0.50
H -2.4337 -2.2694 3.1218 0.03 0.08 -0.07 0.46
H 3.3150 6.0054 1.4962 -0.04 0.15 0.00 0.15
H -4.4319 1.8465 2.7209 -0.01 0.10 0.11 0.16
H -3.7123 0.3005 3.2218 -0.02 0.07 -0.16 0.19
H 4.3771 0.7702 3.9111 -0.02 0.07 0.11 0.18

61
Properties=species:S:1:pos:R:3:forces:R:3:nbo_charge:R:1 method="wB97M-V/def2-TZVPD" mol_weight_g_mol=418.40 smiles="NC(N)=O.NC(N)=O.NC(N)=O.NC(N)=O.OCCO.OCCO.O.O.O" e_above_lowest_ev=0.000 gap_ev=9.55
O -2.5560 -0.0845 2.7548 -0.28 -0.59 0.10 -0.96
O -2.6009 -0.2271 -2.0728 0.07 0.22 0.20 -0.99
O -3.6011 3.9194 0.4578 -0.44 -0.55 -0.20 -0.66
O 2.3190 0.1302 -1.7104 0.05 0.81 0.18 -0.74
O 0.4021 2.5495 -0.0904 0.60 0.52 -0.22 -0.80
O 3.9119 -2.7058 -0.8692 0.26 -0.62 -0.44 -0.75
O 1.2668 -2.3248 -0.6756 -0.47 -0.05 0.04 -0.77
O -0.2577 1.1144 -2.6135 -0.49 -0.49 -0.04 -0.76
O -0.4350 -0.0404 0.1819 -0.01 -0.16 0.22 -0.97
O -2.4421 -4.6052 -0.2904 -0.51 0.06 -0.34 -0.68
O 0.9691 0.7965 4.9870 -0.03 0.17 -0.61 -0.68
N -4.2250 1.6931 0.6639 -0.21 0.17 -0.11 -0.87
N -1.6006 -2.9218 -1.5573 -0.39 -0.22 0.21 -0.83
N 1.6779 2.7802 4.2010 -0.01 0.36 -1.03 -0.85
N -2.3136 2.5001 1.6556 -0.89 -0.73 0.04 -0.87
N -3.1175 -4.3585 -2.4653 -0.81 -0.72 -0.39 -0.85
N 3.9318 0.0060 -0.1503 0.24 0.32 -0.04 -0.86
N 3.1331 2.0712 -0.6951 0.89 -1.29 -0.43 -0.83
N 0.6623 1.2394 2.7891 -0.22 -0.34 0.09 -0.86
C -2.4400 -3.9939 -1.3531 2.08 0.48 0.52 0.77
C -0.1012 3.1731 -1.2771 -0.39 -0.57 0.12 -0.10
C 0.1548 2.4548 -2.6042 -0.05 -0.13 0.80 -0.09
C 3.1382 -3.8773 -0.6411 -0.60 -0.83 0.26 -0.10
C 1.1003 1.5616 4.0293 0.08 -0.41 1.51 0.76
C -3.4246 2.7980 0.9112 0.92 0.59 -0.09 0.77
C 1.8282 -3.4103 0.0293 1.27 -0.10 -0.20 -0.08
C 3.0823 0.7299 -0.9321 -0.92 -0.61 0.33 0.79
H 2.9475 -4.5244 -1.5035 -0.13 0.89 -0.67 0.18
H 3.6946 -4.6020 -0.0364 -0.05 0.43 0.66 0.17
H -0.4771 3.0063 -3.3028 0.34 -0.11 -0.39 0.19
H 1.2139 2.4714 -2.8752 -0.03 0.35 -0.19 0.17
H 0.0887 0.4139 2.8156 0.02 -0.03 -0.51 0.42
H 2.1381 -3.1216 1.0378 -0.49 0.07 0.21 0.16
H -1.1748 3.3070 -1.1260 -0.07 0.22 -0.26 0.19
H 4.2441 0.4290 0.7030 0.16 -0.22 0.16 0.38
H 0.0292 1.6576 0.0464 -0.29 0.07 -0.61 0.51
H -1.7597 0.2767 -2.0502 -0.48 0.00 -0.27 0.49
H 3.9152 2.2984 -0.1144 -0.16 0.91 0.06 0.39
H -4.1569 0.9392 1.3243 -0.01 -0.12 0.05 0.39
H 1.1045 -4.2213 0.0467 -0.08 0.04 0.16 0.20
H 0.3773 4.1429 -1.4347 -0.06 0.17 0.62 0.18
H -0.9781 -2.6402 -0.8217 -0.03 -0.27 0.02 0.40
H -5.1484 1.8655 0.3030 0.02 0.22 0.08 0.40
H 1.8795 -1.5735 -0.7060 0.13 -0.13 -0.32 0.50
H -1.5500 3.1463 1.5992 0.11 -0.07 0.19 0.41
H -0.0758 -0.6914 -0.4360 0.15 -0.09 0.18 0.50
H 2.1466 2.9968 5.0572 -0.05 -0.04 0.09 0.41
H 0.7602 1.7746 1.9422 0.02 0.11 0.18 0.41
H 0.4296 0.5623 -2.2159 0.49 0.27 -0.12 0.50
H -2.8786 -0.0762 3.6656 0.16 0.06 -0.05 0.50
H -3.2364 -3.7633 -3.2610 0.17 0.11 -0.02 0.40
H -2.7833 -0.9630 2.4215 0.07 0.04 0.09 0.49
H -3.2536 0.3722 -1.6937 0.04 0.02 0.01 0.47
H 3.9069 -1.0051 -0.2327 0.11 0.17 0.01 0.43
H -1.3596 -2.6157 -2.4803 -0.14 0.11 -0.04 0.39
H 2.4086 2.7066 -0.9579 -0.12 0.00 0.15 0.43
H -1.2722 -0.4183 0.4706 -0.10 0.16 -0.15 0.49
H -2.2538 1.5518 2.0327 0.60 0.84 -0.21 0.41
H -3.3902 -5.3222 -2.5407 -0.26 0.14 0.11 0.40
H 1.7099 3.4014 3.4120 0.22 0.22 0.24 0.38
H 4.2918 -2.7494 -1.7518 0.00 0.15 0.04 0.50

52
Properties=species:S:1:pos:R:3:forces:R:3:nbo_charge:R:1 method="wB97M-V/def2-TZVPD" mol_weight_g_mol=290.35 smiles="C=CC(=C)CCCC.O.O.O.O.O.O.O.O.O.O" e_above_lowest_ev=4.240 gap_ev=8.94
O -3.9661 2.8268 0.7270 -0.63 1.47 1.91 -0.95
O -3.2291 -0.8356 -2.1490 -2.97 -0.41 5.26 -0.92
O -1.7245 3.5479 2.0235 5.90 0.91 4.78 -1.02
O 4.2084 -1.0723 2.7656 0.15 1.62 -0.18 -0.95
O 1.4582 -2.1457 3.2006 -5.86 0.39 -0.71 -0.95
O -2.5956 1.5013 -1.2063 0.30 -0.37 -0.94 -0.99
O 0.3791 -3.8142 1.3617 2.32 2.28 -2.65 -0.99
O 3.1807 -1.5086 -0.0468 0.21 1.09 1.89 -0.98
O -1.1788 -2.6531 -2.0894 -0.47 2.00 -0.89 -0.95
O 1.5000 -2.9759 -1.4463 -2.62 0.34 -1.28 -1.00
C -0.9694 -0.6569 0.7488 -0.14 3.04 0.51 -0.24
C -0.0929 0.5792 1.0737 0.09 -2.18 3.69 0.01
C 0.8720 1.7125 -2.4813 2.56 -2.69 0.86 -0.41
C 0.4355 1.4368 0.0482 0.83 0.24 -1.10 -0.50
C 0.1460 0.9541 2.3633 -0.67 -0.77 2.05 -0.44
C -2.2706 -0.3948 0.7143 -2.57 -1.20 0.24 -0.40
C 2.2546 2.3119 -2.3117 1.30 2.47 -6.07 -0.61
C 0.6660 0.7651 -1.3096 -4.80 0.46 -0.66 -0.37
H 2.6841 2.4893 -1.3941 -0.08 0.62 2.56 0.21
H 3.9761 -1.4309 -0.5261 1.61 0.29 -0.83 0.46
H 0.4781 1.9033 2.8926 0.26 -0.68 -2.13 0.22
H -3.7307 2.4050 -0.0612 0.80 -1.12 -2.44 0.50
H -1.6153 -1.8364 -1.7383 0.45 -0.40 -0.70 0.49
H 0.6299 1.1686 -3.4094 0.97 0.18 0.06 0.21
H -2.7025 0.6367 0.7103 0.80 -1.24 0.80 0.22
H 4.3682 -1.1829 1.8199 -0.31 -0.56 -0.10 0.49
H -0.2663 0.1278 -1.6309 1.33 0.97 0.96 0.17
H -0.2108 2.2602 0.2526 -0.73 1.49 -1.39 0.24
H 1.2510 -1.2878 2.7937 0.45 -0.21 0.18 0.50
H 0.6019 -2.6858 -1.8913 2.34 -0.50 0.93 0.51
H -3.0029 -1.0686 -2.9631 1.81 -1.19 -5.98 0.48
H -0.0781 0.3592 3.2954 -0.60 -0.16 -1.52 0.20
H 1.1661 -3.6452 -0.8327 0.33 -0.03 0.31 0.49
H -2.5219 0.5364 -1.4577 -0.18 1.64 0.40 0.51
H -0.0292 -4.2277 2.0405 -2.62 -2.69 3.01 0.46
H -4.3534 2.1366 1.2495 -0.46 -0.40 0.56 0.47
H 2.6438 -2.0155 -0.6287 -1.52 -1.13 -0.94 0.50
H 2.3116 3.3598 -2.9780 -0.11 -2.36 1.98 0.19
H 3.1181 1.7771 -2.7998 -1.17 -0.20 0.11 0.21
H 0.9278 -3.2299 1.9411 0.13 0.28 -0.69 0.50
H -0.5543 -1.5677 0.4411 0.68 -1.36 0.18 0.22
H -1.2300 -3.1563 -1.3126 0.03 -1.85 1.76 0.47
H -1.2321 4.3669 1.9961 -1.12 -0.01 -0.98 0.50
H -2.4008 3.2153 1.5702 -4.63 -0.62 -3.74 0.50
H -1.7036 1.8248 -1.0188 -0.18 -0.17 -0.08 0.48
H 4.1447 -0.0855 2.7916 -0.03 -1.16 0.40 0.47
H 1.3758 0.0479 -1.0963 2.07 -1.41 -0.23 0.23
H -3.8735 -1.5642 -1.9337 0.81 1.25 0.20 0.50
H 1.3804 1.7856 0.4286 0.54 0.25 -0.15 0.23
H -3.1192 -1.2080 0.6239 1.99 1.36 -0.13 0.18
H 0.1628 2.4379 -2.4728 -2.16 2.37 0.41 0.20
H 2.3306 -2.2244 3.3119 5.58 0.05 0.50 0.49

53
Properties=species:S:1:pos:R:3:forces:R:3:nbo_charge:R:1 method="wB97M-V/def2-TZVPD" mol_weight_g_mol=306.35 smiles="C=C/C=C/CC(=C)C.O.O.O.O.O.O.O.O.O.O.O" e_above_lowest_ev=3.510 gap_ev=8.90
O 1.0014 -3.7703 -2.0249 3.49 1.42 -3.34 -0.98
O 2.7576 3.9862 -0.3313 -0.97 1.57 -0.18 -0.95
O -3.6017 1.1497 2.1211 1.35 -5.89 1.14 -0.95
O 1.6337 3.6297 1.9860 -1.18 -1.06 1.88 -0.97
O 0.9113 -0.6363 -2.9314 -0.95 0.24 5.55 -0.97
O 1.4225 1.6923 -1.6440 0.50 0.64 -0.35 -0.96
O -3.1044 3.1133 0.5692 1.14 1.45 4.65 -0.92
O 1.9608 -3.7326 0.4143 -0.39 0.02 0.19 -0.99
O 4.6130 0.8497 -0.0869 -2.36 -4.03 -0.94 -0.94
O 1.0953 1.9752 4.5318 2.56 -0.50 0.85 -0.95
O 0.3515 -2.6735 2.1379 2.18 -1.23 -1.74 -0.96
C -2.0116 -1.7969 -0.5561 -0.38 1.15 1.11 -0.48
C 0.5048 0.7550 0.8091 2.78 0.45 3.66 -0.23
C -3.9618 -0.6102 -1.5117 1.49 0.71 1.94 -0.41
C 1.4736 0.2484 1.6425 -1.93 0.96 -2.59 -0.38
C -2.7499 -1.1990 -1.7081 -2.91 0.10 -1.47 0.03
C -0.8950 -0.7956 -0.2781 -0.11 -1.01 1.18 -0.13
C -0.7348 0.0913 0.7218 -2.62 -2.19 -1.62 -0.32
C -2.3653 -1.4083 -3.1360 0.56 -0.93 -1.62 -0.67
H 1.0756 -0.5334 -3.7892 1.01 0.04 -5.51 0.48
H 2.3757 0.7737 1.6993 1.36 0.69 0.49 0.20
H 1.7895 2.5503 4.1557 -0.51 -0.26 0.20 0.49
H -3.8506 1.0242 3.0217 -0.33 -0.08 0.89 0.47
H 3.4471 3.3655 -0.2273 1.18 -1.40 -0.28 0.49
H 0.1175 -1.8202 1.8473 -1.01 1.49 -0.44 0.49
H 2.8934 -3.8521 0.3058 0.78 -0.12 0.21 0.46
H -2.8893 2.7755 -0.2272 0.48 -1.71 -4.72 0.47
H -3.7625 1.9818 1.8876 -1.27 5.44 -1.67 0.48
H -2.8300 -1.7793 0.2220 1.43 -0.46 -0.18 0.23
H 0.6783 -4.0492 -1.2011 0.24 -0.47 2.11 0.50
H -0.0670 -0.9817 -0.9380 0.31 0.32 -0.15 0.19
H -1.5505 0.2414 1.4346 0.17 0.22 -0.12 0.25
H -4.2430 -0.3556 -0.4698 0.00 -0.57 -0.47 0.19
H -1.5290 -2.8042 -0.7009 -0.86 0.91 -0.06 0.23
H 1.7756 -3.3886 1.3046 -0.05 -0.08 -0.23 0.51
H -1.6841 -2.2396 -3.2976 0.84 0.07 0.52 0.22
H -4.5766 -0.0468 -2.2003 0.29 -0.45 -0.68 0.20
H 5.0131 0.4610 -0.9160 -0.31 0.94 1.20 0.47
H 0.6639 1.2167 -1.3676 -2.12 0.31 1.45 0.47
H 2.0501 -3.6695 -2.0207 -3.83 -0.64 0.66 0.48
H -3.2032 -1.8906 -3.6708 -0.16 1.01 0.04 0.23
H 2.0747 3.6049 -0.8934 0.28 -0.43 -0.19 0.50
H 2.1367 3.7034 1.1955 0.97 0.94 -1.57 0.48
H 0.9558 -1.5411 -2.6253 0.04 -0.74 -0.37 0.51
H 1.5758 0.9269 -2.1831 1.72 -0.59 -1.58 0.49
H 3.8679 0.0682 0.0585 2.59 3.21 -0.26 0.47
H -0.1026 -2.9314 2.8846 -1.67 -0.50 2.45 0.48
H 1.4128 2.6875 1.9467 -0.15 0.25 0.47 0.45
H -2.2611 2.8537 1.0432 -1.38 0.75 -0.29 0.47
H 0.3161 2.2567 4.1301 -2.05 0.83 -1.05 0.46
H -1.9412 -0.5499 -3.7224 -0.63 -0.59 0.76 0.23
H 0.5654 1.7852 0.4817 0.30 -0.08 -0.19 0.21
H 1.4046 -0.7114 2.1067 0.10 -0.12 0.26 0.19